C24H24FN3O4S | the ωB97M-V functional and the def2-TZVPD basis

Its HOMO energy is -0.2983 Ha.

ORCA input file:
```
! wB97M-V def2-TZVPD RIJCOSX def2/J DEFGRID3
* xyz 0 1
C 1.2010 4.3987 -0.2710
C 1.9520 3.1157 -0.3842
C 3.2999 3.0361 -0.0512
C 3.9631 1.8243 -0.1381
F 5.2613 1.7764 0.2018
C 3.3371 0.6642 -0.5628
C 1.9999 0.7424 -0.9040
C 1.3285 1.9470 -0.8105
S -0.4246 1.9195 -1.1594
O -0.8254 2.9600 -2.0511
O -0.8141 0.5763 -1.5095
N -1.0333 2.2567 0.3888
C -2.3470 1.7743 0.5848
C -3.3892 2.3934 -0.0910
C -4.6893 1.9670 0.1124
C -4.9583 0.9396 1.0031
C -3.9198 0.3126 1.6676
C -2.6061 0.7015 1.4406
C -1.4823 -0.0325 2.1109
O -1.3983 -0.1806 3.3112
N -0.5843 -0.5145 1.2038
C 0.6043 -1.2160 1.4670
C 1.3709 -0.9509 2.5905
C 2.6005 -1.5649 2.7569
C 3.0715 -2.4356 1.7914
C 2.3012 -2.7269 0.6790
C 1.0491 -2.1451 0.5052
N 0.2445 -2.3779 -0.6137
C 0.8404 -2.8811 -1.8340
C -0.0993 -2.5076 -2.9876
O -1.3746 -3.0777 -2.8078
C -1.9499 -2.6183 -1.6048
C -1.0621 -2.9848 -0.4134
H 0.6077 4.4036 0.6429
H 1.8838 5.2437 -0.2447
H 0.5121 4.5051 -1.1047
H 3.8374 3.9102 0.2824
H 3.8829 -0.2632 -0.6119
H 1.4558 -0.1224 -1.2446
H -0.3923 1.8852 1.0788
H -3.1585 3.1979 -0.7709
H -5.4970 2.4471 -0.4186
H -5.9756 0.6227 1.1742
H -4.1109 -0.4963 2.3566
H -0.8049 -0.4333 0.2125
H 1.0010 -0.2586 3.3293
H 3.1919 -1.3507 3.6332
H 4.0360 -2.9064 1.9092
H 2.6686 -3.4315 -0.0515
H 1.8148 -2.4151 -1.9909
H 0.9619 -3.9766 -1.8105
H 0.2790 -2.8924 -3.9361
H -0.1877 -1.4121 -3.0351
H -2.9258 -3.1000 -1.5262
H -2.0739 -1.5263 -1.6461
H -1.5086 -2.6390 0.5177
H -0.9650 -4.0826 -0.3659
*
```

=====

C24H24N2O2PSSe2Tc | the ωB97M-V functional and the def2-TZVPD basis

Its expectation value of S² is 0.9755. Its HOMO energy (alpha / beta) is -0.5927 / -0.5905 Ha.

ORCA input file:
```
! wB97M-V def2-TZVPD RIJCOSX def2/J DEFGRID3
* xyz 3 2
Tc 2.2161 -2.2020 -0.4456
Se 2.4726 -0.2507 0.8590
P 3.1887 0.7837 -0.9947
Se 3.0832 -1.0576 -2.2846
C 4.8800 1.2847 -0.7739
C 5.9636 0.6189 -1.3424
C 7.2382 1.1171 -1.1341
C 7.4341 2.2607 -0.3491
C 6.3551 2.9209 0.2251
C 5.0759 2.4438 0.0129
C 2.2000 2.1463 -1.5223
C 1.1000 2.5885 -0.7822
C 0.3851 3.6847 -1.2326
C 0.7578 4.3183 -2.4126
C 1.8499 3.8709 -3.1519
C 2.5825 2.7861 -2.7105
H 5.8359 -0.2636 -1.9571
H 8.0898 0.6236 -1.5830
H 8.4411 2.6256 -0.1943
H 6.5077 3.8048 0.8287
H 4.2279 2.9649 0.4435
H 0.8074 2.0982 0.1390
H -0.4605 4.0479 -0.6654
H 0.1939 5.1738 -2.7602
H 2.1287 4.3734 -4.0677
H 3.4391 2.4477 -3.2829
C -3.9085 -3.2062 3.0492
C -2.8975 -2.1823 3.5456
C -2.3751 -1.2817 2.4387
N -1.5080 -2.0791 1.5241
C -1.1249 -1.8093 0.3087
S 0.1270 -2.9337 -0.3695
N -1.5766 -0.8752 -0.5022
C -2.8275 -0.0086 -0.4786
O -2.6215 1.1469 -0.6599
C -4.0897 -0.7153 -0.2933
C -5.1999 0.0584 0.0666
C -6.4295 -0.5539 0.2268
C -6.5569 -1.9209 0.0063
C -5.4591 -2.6876 -0.3709
C -4.2207 -2.0894 -0.5165
H -4.2458 -3.8409 3.8658
H -3.4889 -3.8614 2.2809
H -4.7838 -2.7138 2.6226
H -2.0546 -2.6675 4.0495
H -3.3477 -1.5296 4.2949
H -1.7552 -0.4683 2.8212
H -3.2011 -0.8694 1.8664
H -1.0936 -2.9003 1.9496
H -1.0061 -0.6666 -1.3110
H -5.0844 1.1236 0.2159
H -7.2926 0.0322 0.5102
H -7.5239 -2.3924 0.1209
H -5.5780 -3.7450 -0.5624
H -3.3777 -2.6858 -0.8421
O 4.6991 -3.6918 0.8666
C 3.8087 -3.1959 0.4148
*
```

=====

C24H24N8O4Rb | the ωB97M-V functional and the def2-TZVPD basis

Its HOMO energy is -0.4271 Ha.

ORCA input file:
```
! wB97M-V def2-TZVPD RIJCOSX def2/J DEFGRID3
* xyz 1 1
Rb 1.2983 -0.9483 -0.0413
C 1.2813 1.2635 4.7763
O 0.4838 0.0641 4.7219
C 0.5014 -0.3491 3.4410
N 1.1866 0.3168 2.6053
C 1.8093 1.4253 3.3207
C 1.4789 2.7755 2.7274
C 2.1878 3.8903 3.1672
C 1.8844 5.1537 2.6868
C 0.8681 5.3156 1.7545
C 0.1623 4.2082 1.3114
C 0.4652 2.9409 1.7933
C -0.2588 -1.5828 3.1461
C -0.6522 -2.4130 4.1931
C -1.3395 -3.5751 3.8888
C -1.6141 -3.8640 2.5634
C -1.1781 -2.9702 1.5883
N -0.5131 -1.8535 1.8697
C -1.4239 -3.2701 0.1624
N -0.8292 -2.7244 -0.8170
C -1.3209 -3.3465 -2.0424
C -2.3964 -4.3501 -1.5348
O -2.3273 -4.2331 -0.0998
C -1.8774 -2.3526 -3.0352
C -2.1861 -1.0482 -2.6733
C -2.7490 -0.1832 -3.6036
C -3.0002 -0.6093 -4.8985
C -2.6913 -1.9127 -5.2639
C -2.1330 -2.7771 -4.3363
H 2.0687 1.1216 5.5134
H 0.6394 2.0909 5.0745
H 2.8933 1.2914 3.2766
H 2.9875 3.7646 3.8893
H 2.4393 6.0131 3.0394
H 0.6241 6.3023 1.3837
H -0.6432 4.3392 0.5977
H -0.0971 2.0760 1.4616
H -0.4168 -2.1449 5.2124
H -1.6554 -4.2480 4.6742
H -2.1488 -4.7569 2.2752
H -0.4835 -3.8681 -2.5136
H -2.1955 -5.3833 -1.8087
H -3.3996 -4.0701 -1.8529
H -2.0029 -0.7207 -1.6571
H -3.0179 0.8264 -3.3125
H -3.4441 0.0649 -5.6188
H -2.8879 -2.2550 -6.2713
H -1.8896 -3.7944 -4.6237
N -0.0242 1.7922 -1.8773
N 1.0976 2.4047 -2.4258
C 2.2787 1.7550 -2.4885
N 3.2566 2.3134 -3.1998
N 2.3290 0.5883 -1.8589
N 3.4792 -0.0622 -1.6589
O 3.3548 -1.2033 -1.2267
O 4.5807 0.4666 -1.8478
H -0.6793 1.5269 -2.6028
H -0.4630 2.4077 -1.2066
H 0.9899 3.2455 -2.9697
H 3.1298 3.1874 -3.6782
H 4.1832 1.9383 -3.0699
*
```

=====

C24H24NO3 | the ωB97M-V functional and the def2-TZVPD basis

Its HOMO energy is -0.4009 Ha.

ORCA input file:
```
! wB97M-V def2-TZVPD RIJCOSX def2/J DEFGRID3
* xyz 1 1
C -6.1312 -2.4554 -0.9561
O -4.9612 -3.1385 -0.4074
C -3.8580 -2.4269 -0.0514
C -2.6634 -3.1422 0.1895
C -1.4875 -2.4500 0.4610
C -1.4857 -1.0623 0.5477
N -0.3250 -0.3241 1.1497
C 0.9689 -0.1619 0.5520
C 0.8598 0.0995 -0.9278
C 1.1972 1.3245 -1.5304
C 1.3567 1.4232 -2.9103
C 0.9455 0.3306 -3.6968
C 0.4266 -0.8360 -3.0958
C 0.4295 -0.9620 -1.7203
C 0.0920 -1.8267 -4.1507
C 0.5173 -1.0916 -5.4275
O 1.0757 0.2222 -5.0458
C 1.8128 0.8641 1.3581
C 2.9851 1.3893 0.7820
C 3.7706 2.3161 1.4443
C 3.4283 2.6652 2.7506
C 2.2946 2.1067 3.3842
C 1.4856 1.2111 2.6812
C 2.2661 2.6279 4.7745
C 3.4595 3.5912 4.8307
O 4.1425 3.5245 3.5294
C -2.6554 -0.3628 0.3290
C -3.8552 -1.0234 0.0944
H -6.7103 -3.2525 -1.4310
H -6.7150 -1.9840 -0.1544
H -5.8507 -1.6905 -1.6934
H -2.7094 -4.2331 0.1385
H -0.5655 -3.0358 0.5439
H -0.6795 0.6199 1.3118
H -0.2415 -0.7583 2.0746
H 1.4900 -1.1300 0.6259
H 1.3831 2.1903 -0.9050
H 1.7511 2.3086 -3.3948
H 0.0446 -1.8922 -1.3030
H -0.9749 -2.0911 -4.1572
H 0.6285 -2.7753 -4.0207
H 1.2974 -1.6414 -5.9743
H -0.3492 -0.8965 -6.0742
H 3.2751 1.0807 -0.2164
H 4.6382 2.7790 0.9872
H 0.6114 0.8024 3.2098
H 1.3381 3.1408 5.0205
H 2.3881 1.8362 5.5132
H 4.1875 3.3171 5.6063
H 3.1414 4.6314 4.9924
H -2.6727 0.7237 0.3379
H -4.7975 -0.4819 0.0244
*
```